Density functional theory data (wB97M-V/def2-TZVPD) for a molecular structure, C48H90Br2Cl30N3O6P at a distorted geometry.

Geometry as ORCA input:
```
! wB97M-V def2-TZVPD RIJCOSX def2/J DEFGRID3
* xyz 0 1
C -3.625 3.872 -1.574
C -3.718 2.558 -1.253
C -2.672 1.829 -0.431
O -1.709 2.904 -0.091
N -0.385 2.651 -0.463
O 0.151 3.641 -0.807
O -2.069 0.709 -1.003
C -1.919 0.567 -2.406
C -1.333 1.740 -3.203
C -1.121 1.446 -4.687
O -0.899 2.359 -5.452
C -3.196 0.119 -3.188
C -4.226 -0.697 -2.385
C -5.651 -0.235 -2.471
O -6.517 -0.759 -1.789
O -5.936 0.786 -3.302
C -0.874 -0.589 -2.573
Br -1.494 -2.130 -1.520
C 0.579 -0.185 -2.111
C 1.508 0.283 -3.255
Br 1.487 -1.768 -1.370
C -3.302 1.326 0.992
C -4.781 1.040 0.765
P -3.359 2.846 2.154
N -4.131 4.072 1.512
N -2.491 0.192 1.450
C -1.224 0.557 2.100
C -0.035 -0.333 1.701
C 1.228 0.474 1.455
Cl 0.392 -1.464 3.068
C -3.116 -0.823 2.262
Cl -3.980 -0.214 3.752
C -3.956 -1.875 1.514
C -3.143 -3.163 1.259
H -4.505 4.488 -1.422
H -2.721 4.296 -1.995
H -4.567 2.017 -1.648
H -0.376 2.098 -2.837
H -1.991 2.601 -3.213
H -1.199 0.426 -5.103
H -2.897 -0.463 -4.052
H -3.654 1.016 -3.603
H -3.917 -0.812 -1.355
H -4.247 -1.702 -2.801
H -6.845 1.062 -3.072
H -0.846 -0.966 -3.585
H 0.471 0.586 -1.360
H 1.180 -0.113 -4.212
H 1.540 1.371 -3.247
H 2.510 -0.051 -3.022
H -5.214 0.437 1.558
H -5.357 1.961 0.760
H -4.983 0.493 -0.147
H -2.066 3.255 2.507
H -4.005 2.483 3.343
H -3.489 4.858 1.461
H -0.898 1.578 1.935
H -1.316 0.449 3.180
H -0.264 -0.990 0.869
H 2.004 -0.240 1.182
H 1.569 0.963 2.363
H 1.123 1.149 0.613
H -2.304 -1.398 2.688
H -4.762 -2.135 2.193
H -4.349 -1.495 0.580
H -2.071 -2.994 1.321
H -3.461 -3.981 1.900
H -3.340 -3.479 0.235
Cl 4.465 -5.200 -5.849
C 4.855 -5.353 -4.115
C 3.682 -4.975 -3.258
Cl 3.312 -3.234 -3.356
H 5.722 -4.730 -3.908
H 5.128 -6.392 -3.938
H 3.900 -5.196 -2.214
H 2.789 -5.522 -3.549
Cl -5.716 0.134 6.259
C -5.367 -0.567 7.853
C -4.414 -1.721 7.760
Cl -5.109 -3.152 6.965
H -6.312 -0.850 8.310
H -4.911 0.217 8.456
H -4.128 -2.026 8.766
H -3.516 -1.451 7.210
Cl 9.676 -2.445 -2.959
C 10.831 -3.056 -4.176
C 10.233 -4.128 -5.048
Cl 9.927 -5.634 -4.145
H 11.710 -3.417 -3.648
H 11.121 -2.204 -4.789
H 10.927 -4.373 -5.849
H 9.293 -3.804 -5.490
Cl 2.165 6.265 2.832
C 1.484 7.123 1.419
C -0.020 7.171 1.450
Cl -0.730 5.556 1.198
H 1.831 6.623 0.518
H 1.885 8.134 1.439
H -0.382 7.806 0.643
H -0.393 7.563 2.393
Cl -8.787 3.686 -4.845
C -10.167 2.774 -4.182
C -10.192 2.806 -2.675
Cl -8.840 1.887 -1.963
H -10.107 1.755 -4.555
H -11.073 3.234 -4.572
H -11.111 2.349 -2.311
H -10.140 3.825 -2.298
Cl -0.463 -5.364 3.042
C -0.227 -5.313 4.808
C -1.502 -5.027 5.552
Cl -2.082 -3.364 5.295
H 0.531 -4.564 5.021
H 0.152 -6.289 5.105
H -1.327 -5.137 6.621
H -2.300 -5.706 5.261
Cl -1.587 5.428 4.811
C -1.378 4.580 6.362
C -0.569 3.320 6.204
Cl -1.452 2.073 5.285
H -2.364 4.373 6.770
H -0.861 5.264 7.033
H -0.349 2.895 7.182
H 0.370 3.513 5.692
Cl 8.048 -0.889 2.494
C 9.148 -1.540 1.251
C 8.523 -2.610 0.397
Cl 8.213 -4.113 1.306
H 10.034 -1.909 1.761
H 9.436 -0.701 0.619
H 9.206 -2.860 -0.412
H 7.580 -2.280 -0.033
Cl 4.429 -0.256 -6.636
C 3.635 -1.647 -7.419
C 2.387 -1.240 -8.164
Cl 1.065 -0.710 -7.088
H 3.424 -2.387 -6.649
H 4.353 -2.072 -8.118
H 2.011 -2.090 -8.731
H 2.586 -0.424 -8.854
Cl 2.265 -7.863 -5.497
C 3.112 -8.639 -6.858
C 2.323 -9.781 -7.443
Cl 2.216 -11.166 -6.327
H 4.085 -8.967 -6.503
H 3.262 -7.870 -7.615
H 2.814 -10.138 -8.346
H 1.310 -9.476 -7.695
Cl 2.624 9.404 -1.195
C 3.332 8.430 -2.510
C 2.360 7.424 -3.066
Cl 1.988 6.104 -1.924
H 4.229 7.950 -2.128
H 3.619 9.127 -3.295
H 2.791 6.955 -3.949
H 1.421 7.894 -3.347
Cl 2.777 0.100 7.400
C 3.771 -0.613 6.094
C 3.038 -1.711 5.373
Cl 2.807 -3.144 6.419
H 4.695 -0.979 6.536
H 4.008 0.195 5.402
H 3.611 -2.040 4.508
H 2.062 -1.375 5.036
Cl -6.845 6.344 -2.405
C -8.154 5.325 -1.751
C -8.166 5.306 -0.244
Cl -6.753 4.458 0.429
H -8.031 4.324 -2.159
H -9.090 5.739 -2.125
H -9.057 4.784 0.107
H -8.175 6.315 0.163
Cl 9.458 -1.857 8.564
C 7.996 -2.876 8.593
C 7.510 -3.215 7.208
Cl 6.867 -1.789 6.353
H 7.233 -2.351 9.163
H 8.256 -3.792 9.121
H 6.698 -3.938 7.270
H 8.304 -3.639 6.599
*
```

Computed properties:
calculated total energy	-593034.629	eV
LUMO energy	0.0054	Eh